Entry 1:
The following is a quantum chemistry calculation of a cluster of 2 separate species, C16H19Br2N6 in total, from the Open Molecules 2025 dataset.

Element x y z (Å)
C: 4.453 -1.224 1.726
C: 3.244 -1.998 1.341
Br: 3.588 -3.733 0.691
C: 2.009 -1.515 1.424
Br: 0.501 -2.586 0.991
N: 1.835 -0.151 1.872
C: 2.270 0.905 0.874
C: 2.060 0.539 -0.563
N: 1.532 1.411 -1.310
C: 0.533 0.186 2.312
N: 0.287 0.360 3.666
N: -0.418 0.380 1.471
C: -1.778 0.774 1.735
C: -2.284 1.826 0.984
C: -3.597 2.213 1.238
N: -4.387 1.628 2.134
C: -3.874 0.604 2.814
C: -2.573 0.131 2.666
H: 4.782 -0.557 0.930
H: 4.258 -0.604 2.598
H: 5.284 -1.876 1.957
H: 3.295 1.190 1.083
H: 1.662 1.788 1.042
H: 2.342 -0.432 -0.963
H: 1.456 1.026 -2.253
H: 0.739 1.215 3.988
H: 0.771 -0.386 4.164
H: -0.184 0.258 0.488
H: -1.682 2.322 0.239
H: -4.009 3.043 0.683
H: -4.519 0.115 3.528
H: -2.200 -0.691 3.248
N: -0.142 -0.842 -3.307
C: -0.266 -1.444 -4.489
C: -1.338 -1.234 -5.344
C: -2.334 -0.352 -4.955
C: -2.220 0.285 -3.729
C: -1.110 0.001 -2.953
H: 0.532 -2.125 -4.758
H: -1.387 -1.749 -6.293
H: -3.183 -0.162 -5.598
H: -2.970 0.983 -3.386
H: -0.975 0.477 -1.985

Forces on atoms 1 to 2 (eV/Å):
C 0.2 0.3 0.2
C 0.2 -0.4 0.0

Its molar mass is 455.18 g/mol. Its charge is +1. The calculation puts the HOMO energy at -0.4466 Ha.

=====

Entry 2:
The following is a quantum chemistry calculation of the ion C3H6IN2S with charge +1, from the Open Molecules 2025 dataset.

Element x y z (Å)
C: 1.268 0.971 0.465
C: 0.056 1.142 1.038
C: -0.511 -0.961 -0.168
N: 1.581 -0.189 -0.197
N: -1.005 0.200 0.630
S: -0.995 -1.065 -1.799
I: 2.157 -0.086 -2.107
H: 2.199 1.655 0.461
H: -0.401 1.940 1.559
H: -0.050 -1.680 0.393
H: -1.419 -0.101 1.586
H: -1.635 0.551 -0.051
H: -1.246 -2.378 -1.810

Forces on atoms 1 to 2 (eV/Å):
C 1.3 0.7 -0.4
C 0.9 0.3 -1.2

Its molar mass is 229.07 g/mol. Its charge is +1. The value obtained for the relative energy (zero: lowest compared OMol25 entry of this formula, charge and spin) is 93.5 kcal per mole. The calculation puts the HOMO energy (spin up / spin down) at -0.4673 / -0.4674 Ha.

=====

Entry 3:
The following is a quantum chemistry calculation of a structure of composition C31H32AsBF2NO7STaTe, from the Open Molecules 2025 dataset.

Element x y z (Å)
Ta: -1.496 -0.900 1.553
O: -1.748 -1.094 6.194
As: -0.899 -0.682 4.772
O: 0.317 -1.938 4.694
O: -2.000 -1.043 3.556
C: 0.128 0.898 4.945
C: 1.472 0.846 5.294
C: 2.166 2.042 5.374
C: 1.529 3.244 5.088
C: 0.196 3.285 4.699
C: -0.500 2.094 4.617
S: -2.088 1.790 2.525
O: -1.801 2.031 4.194
O: -2.052 3.082 1.894
O: -0.784 1.001 2.177
H: -1.284 -0.856 7.010
H: 1.960 -0.095 5.507
H: 3.210 2.035 5.654
H: 2.086 4.169 5.157
H: -0.300 4.212 4.448
F: 1.790 -1.688 2.905
B: 0.986 -2.464 3.623
F: 0.790 -3.706 3.249
C: 5.084 3.363 0.129
C: 3.908 2.457 -0.102
C: 4.064 1.080 -0.162
C: 2.987 0.225 -0.367
C: 3.249 -1.258 -0.438
C: 1.712 0.789 -0.515
Te: 0.144 -0.612 -0.784
N: -2.040 -2.320 0.581
C: -2.852 -3.094 -0.257
O: -4.029 -2.829 -0.346
C: -2.175 -4.144 -1.059
C: -2.925 -4.845 -2.001
C: -2.310 -5.788 -2.806
C: -0.948 -6.032 -2.675
C: -0.201 -5.346 -1.727
C: -0.814 -4.403 -0.917
C: -1.000 0.215 -2.354
C: -2.293 0.690 -2.144
C: -2.955 0.682 -0.794
C: -2.975 1.227 -3.229
C: -2.400 1.298 -4.491
C: -3.149 1.884 -5.654
C: -1.112 0.801 -4.661
C: -0.391 0.243 -3.614
C: 0.994 -0.289 -3.869
C: 1.517 2.176 -0.463
C: 0.175 2.831 -0.624
C: 2.631 2.981 -0.257
H: 6.026 2.836 -0.014
H: 5.072 3.758 1.146
H: 5.061 4.214 -0.551
H: 5.054 0.652 -0.055
H: 4.309 -1.458 -0.293
H: 2.959 -1.671 -1.407
H: 2.703 -1.811 0.330
H: -3.982 -4.635 -2.089
H: -2.890 -6.337 -3.535
H: -0.469 -6.764 -3.312
H: 0.855 -5.552 -1.616
H: -0.244 -3.884 -0.156
H: -2.382 1.304 -0.094
H: -3.076 -0.341 -0.412
H: -3.957 1.104 -0.840
H: -3.981 1.601 -3.081
H: -4.087 2.334 -5.336
H: -3.375 1.113 -6.392
H: -2.553 2.649 -6.153
H: -0.654 0.842 -5.642
H: 1.220 -0.256 -4.933
H: 1.086 -1.326 -3.540
H: 1.753 0.297 -3.346
H: -0.324 2.514 -1.538
H: 0.285 3.913 -0.665
H: -0.475 2.602 0.221
H: 2.492 4.056 -0.226

Forces on atoms 1 to 2 (eV/Å):
Ta 0.0 -0.6 -0.7
O -0.1 0.1 -0.1

Its molar mass is 994.94 g/mol. Its charge is +1. The value obtained for the relative energy (zero: lowest compared OMol25 entry of this formula, charge and spin) is 0.0 kcal per mole. The spin multiplicity is 2. The calculation puts the HOMO energy (spin up / spin down) at -0.4092 / -0.4109 Ha.

=====

Entry 4:
The following is a quantum chemistry calculation of a structure of composition O4RbS, from the Open Molecules 2025 dataset.

Element x y z (Å)
Rb: 25.075 -11.182 23.076
S: 27.039 -13.995 23.077
O: 26.421 -13.334 21.904
O: 26.523 -13.348 24.303
O: 26.671 -15.419 23.088
O: 28.499 -13.846 23.008

Forces on atoms 1 to 2 (eV/Å):
Rb 0.8 -1.2 0.0
S 1.2 -1.9 -0.1

Its molar mass is 181.53 g/mol. Its charge is -1. The value obtained for the relative energy (zero: lowest compared OMol25 entry of this formula, charge and spin) is 4.8 kcal per mole. The calculation puts the HOMO energy at -0.1038 Ha.

=====

Entry 5:
The following is a quantum chemistry calculation of a structure of composition C2H2O2, from the Open Molecules 2025 dataset.

Element x y z (Å)
C: -0.250 0.659 1.607
C: -0.027 0.309 0.140
O: -0.596 1.041 2.617
O: -0.479 1.710 0.054
H: 0.943 0.107 -0.258
H: -0.889 -0.350 -0.044

Forces on atoms 1 to 2 (eV/Å):
C 0.5 0.8 -3.5
C -2.9 3.1 2.1

Its molar mass is 58.04 g/mol. The value obtained for the relative energy (zero: lowest compared OMol25 entry of this formula, charge and spin) is 46.4 kcal per mole. The calculation puts the HOMO energy at -0.3520 Ha.

=====

Entry 6:
The following is a quantum chemistry calculation of a cluster of 5 separate species, C7H23NO5 in total, from the Open Molecules 2025 dataset.

Element x y z (Å)
C: -3.951 -1.878 -12.639
C: -4.980 -2.184 -11.563
O: -5.654 -1.292 -11.076
N: -5.174 -3.488 -11.230
C: -6.211 -3.956 -10.321
H: -3.270 -2.701 -12.854
H: -3.450 -0.948 -12.371
H: -4.465 -1.691 -13.582
H: -4.827 -4.244 -11.802
H: -5.847 -4.768 -9.691
H: -7.002 -4.438 -10.895
H: -6.668 -3.177 -9.712
C: -2.439 -9.024 -13.808
O: -1.554 -8.465 -14.760
H: -3.463 -8.842 -14.135
H: -2.362 -10.105 -13.688
H: -2.450 -8.624 -12.795
H: -1.770 -8.737 -15.656
C: -0.024 -3.754 -13.638
O: -0.372 -2.807 -12.659
H: -0.909 -3.990 -14.229
H: 0.710 -3.266 -14.279
H: 0.361 -4.681 -13.214
H: -0.672 -2.046 -13.162
C: -4.161 -5.607 -14.114
O: -4.246 -5.871 -12.739
H: -4.933 -4.906 -14.429
H: -3.153 -5.248 -14.322
H: -4.254 -6.540 -14.671
H: -5.006 -6.434 -12.577
C: -6.805 -8.634 -12.116
O: -6.342 -7.408 -11.608
H: -6.593 -8.910 -13.149
H: -6.463 -9.433 -11.457
H: -7.894 -8.619 -12.122
H: -6.679 -7.394 -10.709

Forces on atoms 1 to 2 (eV/Å):
C -0.2 -0.3 -0.1
C -0.7 -0.2 -0.2

Its molar mass is 201.26 g/mol. As for the SMILES: CNC(C)=O.CO.CO.CO.CO. The value obtained for the relative energy (zero: lowest compared OMol25 entry of this formula, charge and spin) is 51.2 kcal per mole. The calculation puts the HOMO energy at -0.3294 Ha.

=====

Entry 7:
The following is a quantum chemistry calculation of a structure of composition C31H32GeNO6RuS, from the Open Molecules 2025 dataset.

Element x y z (Å)
Ru: -0.904 1.079 0.160
O: 4.298 2.422 2.776
C: 3.146 2.045 2.206
C: 2.895 0.732 1.797
C: 1.677 0.459 1.213
N: 0.774 1.419 1.041
C: 0.980 2.679 1.438
C: 2.168 3.032 2.032
C: -0.194 3.623 1.160
O: -0.124 4.759 1.569
O: -1.166 3.090 0.484
C: 1.241 -0.924 0.805
O: 1.911 -1.888 1.033
O: 0.023 -0.986 0.206
H: 4.906 1.678 2.870
H: 3.609 -0.070 1.937
H: 2.327 4.051 2.359
C: 0.160 -6.034 2.830
C: 0.239 -5.779 1.466
C: -0.207 -4.569 0.962
C: -0.733 -3.602 1.819
C: -0.812 -3.866 3.185
C: -0.368 -5.081 3.688
Ge: -1.364 -1.934 1.112
C: -2.684 -2.102 -0.287
C: -3.091 -1.023 -1.079
C: -4.037 -1.179 -2.075
C: -4.602 -2.431 -2.289
C: -4.217 -3.511 -1.509
C: -3.263 -3.349 -0.513
C: -1.555 -0.478 2.374
C: -0.609 -0.306 3.391
C: -0.569 0.873 4.118
C: -1.452 1.908 3.827
C: -2.404 1.744 2.837
C: -2.473 0.544 2.118
H: 0.508 -6.980 3.223
H: 0.650 -6.524 0.798
H: -0.134 -4.377 -0.103
H: -1.234 -3.134 3.864
H: -0.436 -5.283 4.749
H: -2.663 -0.036 -0.913
H: -4.338 -0.332 -2.677
H: -5.345 -2.562 -3.064
H: -4.660 -4.484 -1.675
H: -2.973 -4.202 0.088
H: 0.109 -1.090 3.608
H: 0.161 0.993 4.908
H: -1.400 2.840 4.374
H: -3.096 2.544 2.610
H: -3.292 0.392 1.421
C: 3.955 0.037 -3.376
C: 2.970 0.849 -4.208
C: 1.540 0.815 -3.680
S: 1.380 1.483 -2.016
O: -0.107 1.217 -1.723
C: 1.546 3.269 -2.301
C: 0.234 4.002 -2.558
C: -0.390 3.731 -3.920
H: 4.953 0.086 -3.808
H: 3.659 -1.012 -3.335
H: 4.023 0.403 -2.349
H: 2.928 0.449 -5.223
H: 3.313 1.880 -4.317
H: 1.187 -0.212 -3.565
H: 0.839 1.354 -4.313
H: 2.237 3.366 -3.142
H: 2.054 3.652 -1.414
H: 0.462 5.066 -2.455
H: -0.479 3.767 -1.766
H: 0.327 3.880 -4.731
H: -1.225 4.409 -4.090
H: -0.784 2.716 -3.984

Forces on atoms 1 to 2 (eV/Å):
Ru -0.2 -0.9 0.3
O 0.0 0.0 0.0

Its molar mass is 720.34 g/mol. Its charge is +1. The value obtained for the relative energy (zero: lowest compared OMol25 entry of this formula, charge and spin) is 7.4 kcal per mole. The calculation puts the HOMO energy at -0.4036 Ha.

=====

Entry 8:
The following is a quantum chemistry calculation of the molecule C4H4S, from the Open Molecules 2025 dataset.

Element x y z (Å)
C: 0.010 1.086 -0.040
C: 0.046 -1.061 -0.054
C: 1.131 0.011 0.002
C: -1.091 -0.008 -0.067
S: 2.750 -0.002 -0.007
H: 0.160 1.674 0.766
H: -0.284 1.689 -0.897
H: -0.003 -1.854 -0.931
H: -0.266 -1.576 0.839

Forces on atoms 1 to 2 (eV/Å):
C -0.4 -3.3 -1.5
C -1.4 -0.2 -2.2

Its molar mass is 84.14 g/mol. The value obtained for the relative energy (zero: lowest compared OMol25 entry of this formula, charge and spin) is 124.8 kcal per mole. The calculation puts the HOMO energy at -0.3316 Ha.

=====

How do the records compare in electronic energy? In the order shown, they have -6097.3534 -922.8816 -4965.4924 -723.3051 -227.7739 -711.3837 -4276.5114 -552.7931 hartree.